Entry 1:
This record from the Open Molecules 2025 dataset describes a structure of composition C11H16N4O2. The level of theory is ωB97M-V with the def2-TZVPD basis set.

Properties
2S+1   1
ΔE to the lowest compared entry with this formula, charge and spin   294.4 kcal/mol
Highest occupied orbital energy   -0.2734 Eh
HOMO-LUMO gap   0.285 Ha
Net charge   0

Last column: Löwdin charge in e.
Atoms and positions in Å:
C1 -1.71 3.38 -2.47  -0.17
C2 -0.43 2.87 -1.88  -0.28
C3 -0.43 1.35 -1.42  -0.23
H1 -1.23 1.41 -0.64  0.15
C4 0.70 1.14 -0.87  -0.37
N1 0.90 -0.14 -0.43  0.03
C5 0.52 -0.46 0.82  -0.22
C6 0.45 -2.09 0.73  -0.06
N2 0.99 -2.49 -0.48  0.15
C7 1.23 -1.42 -1.06  -0.26
C8 1.93 -1.51 -2.64  0.07
H2 1.08 -1.00 -3.36  0.12
H3 1.80 -2.39 -2.70  -0.09
H4 2.83 -0.94 -2.55  0.06
C9 0.02 -2.81 1.93  -0.39
O1 0.26 -3.86 2.14  0.18
N3 -0.37 -1.81 3.12  -0.08
C10 -0.40 -0.46 2.99  -0.53
O2 -0.88 -0.06 3.89  0.21
N4 0.09 0.11 1.78  0.22
H5 -0.19 1.08 1.71  0.18
C11 -0.60 -2.47 4.13  -0.20
H6 -0.54 -3.66 4.07  0.13
H7 -0.01 -2.09 5.04  0.13
H8 -1.96 -2.51 4.23  0.17
H9 1.23 1.69 -0.08  0.17
H10 1.58 1.28 -1.63  0.18
H11 -0.69 0.70 -2.36  0.19
H12 -0.05 3.75 -1.20  0.14
H13 0.36 3.08 -2.72  0.13
H14 -2.08 2.63 -3.43  0.14
H15 -1.88 4.39 -2.95  0.08
H16 -2.50 3.28 -1.75  0.04

***

Entry 2:
This record from the Open Molecules 2025 dataset describes a structure of composition C28H50N3O2P2Ti. The level of theory is ωB97M-V with the def2-TZVPD basis set.

Properties
2S+1   3
ΔE to the lowest compared entry with this formula, charge and spin   0.8 kcal/mol
Highest occupied orbital energy (alpha / beta)   -0.2769 / -0.3438 Eh
HOMO-LUMO gap (alpha / beta)   0.210 / 0.276 Ha
Net charge   +1

Last column: Löwdin charge in e.
Atoms and positions in Å:
Ti1 -0.17 1.12 -0.36  0.69
P1 -1.20 -1.66 -2.71  1.07
P2 0.07 3.40 -0.06  0.91
N1 1.17 1.22 -1.71  -0.30
C1 0.50 -0.93 -2.95  -0.22
H1 1.17 -1.39 -2.20  0.10
H2 0.84 -1.33 -3.92  0.08
C2 0.84 0.58 -3.00  -0.29
H3 1.73 0.69 -3.64  0.11
H4 0.03 1.12 -3.53  0.12
C3 2.11 2.35 -1.77  -0.29
H5 2.18 2.72 -2.82  0.11
H6 3.12 1.98 -1.51  0.10
C4 1.74 3.51 -0.81  -0.30
H7 1.77 4.46 -1.37  0.08
H8 2.48 3.57 0.01  0.08
C5 0.11 4.22 1.59  -0.54
C6 0.88 3.36 2.61  -0.12
H9 1.91 3.16 2.29  0.06
H10 0.39 2.39 2.78  0.06
H11 0.92 3.88 3.57  0.08
C7 -1.00 4.38 -1.19  -0.54
C8 -2.46 3.90 -1.14  -0.12
H12 -3.02 4.38 -1.95  0.08
H13 -2.94 4.17 -0.18  0.07
H14 -2.55 2.81 -1.26  0.04
C9 -1.88 -2.39 -4.21  -0.49
C10 -3.10 -3.27 -3.92  -0.09
H15 -3.55 -3.57 -4.88  0.09
H16 -3.89 -2.74 -3.35  0.06
H17 -2.83 -4.19 -3.39  0.07
C11 -0.89 -2.93 -1.41  -0.48
C12 -2.11 -3.27 -0.56  -0.10
H18 -1.81 -3.98 0.23  0.09
H19 -2.92 -3.74 -1.14  0.07
H20 -2.52 -2.38 -0.05  0.07
C13 -2.50 -0.57 -2.13  -0.51
C14 -0.85 5.90 -1.01  -0.11
H21 0.11 6.19 -0.54  0.07
H22 -0.88 6.37 -2.01  0.08
H23 -1.68 6.33 -0.41  0.08
C15 -0.84 -3.12 -5.07  -0.10
H24 -1.36 -3.54 -5.94  0.09
H25 -0.07 -2.43 -5.44  0.07
H26 -0.37 -3.94 -4.52  0.07
C16 -0.21 -4.20 -1.94  -0.10
H27 0.12 -4.80 -1.08  0.09
H28 -0.90 -4.84 -2.52  0.08
H29 0.67 -4.00 -2.55  0.08
C17 -1.30 4.53 2.13  -0.11
H30 -1.95 3.64 2.11  0.08
H31 -1.22 4.86 3.17  0.08
H32 -1.80 5.32 1.57  0.06
H33 0.66 5.16 1.41  0.11
H34 -0.16 -2.42 -0.75  0.11
H35 -0.60 4.13 -2.19  0.11
H36 -2.23 -1.51 -4.79  0.13
O1 -2.14 0.39 -1.26  -0.35
H37 -3.45 -0.34 -2.83  0.09
H38 -3.77 -1.03 -2.42  0.17
C18 1.33 -2.54 4.96  0.02
N2 0.53 -1.98 3.91  -0.06
N3 1.09 -1.28 2.89  0.06
C19 0.12 -0.64 2.19  -0.34
O2 0.38 0.09 1.15  -0.17
C20 -1.11 -0.95 2.83  0.09
C21 -0.80 -1.75 3.92  -0.24
C22 -1.66 -2.30 4.97  -0.01
C23 2.50 -1.28 2.63  -0.18
C24 3.17 -2.51 2.50  -0.03
C25 4.55 -2.51 2.31  -0.07
C26 5.25 -1.30 2.21  -0.07
C27 4.56 -0.09 2.30  -0.06
C28 3.18 -0.08 2.50  0.00
H39 1.98 -3.34 4.58  0.09
H40 0.64 -2.99 5.68  0.09
H41 1.95 -1.80 5.47  0.12
H42 -2.07 -0.62 2.51  0.12
H43 -1.51 -3.38 5.13  0.10
H44 -1.51 -1.79 5.94  0.10
H45 -2.71 -2.15 4.68  0.10
H46 2.61 -3.44 2.56  0.12
H47 5.08 -3.46 2.22  0.11
H48 6.33 -1.30 2.06  0.11
H49 5.10 0.86 2.20  0.12
H50 2.62 0.86 2.61  0.11

***

Entry 3:
This record from the Open Molecules 2025 dataset describes a structure of composition C26H47FI3N5O2P. The level of theory is ωB97M-V with the def2-TZVPD basis set.

Properties
2S+1   1
Highest occupied orbital energy   -0.3849 Eh
HOMO-LUMO gap   0.235 Ha
Net charge   +1

Last column: Löwdin charge in e.
Atoms and positions in Å:
C1 1.83 -2.61 3.92  -0.22
C2 1.53 -2.45 2.29  -0.43
P1 -0.35 -2.43 1.92  0.91
C3 -0.60 -3.60 0.39  -0.29
C4 -0.96 -0.71 1.34  -0.49
C5 -2.54 -0.30 1.43  -0.24
C6 -3.25 0.03 2.87  -0.60
I1 -3.82 2.12 3.41  0.74
C7 -3.63 -0.99 3.92  -0.69
C8 -3.34 -2.58 3.70  -0.19
I2 -4.61 -0.34 5.81  0.71
N1 -2.42 1.12 0.83  -0.11
C9 -3.04 1.30 -0.53  -0.11
C10 -2.02 1.08 -1.80  -0.24
C11 -2.83 1.69 -3.13  -0.07
F1 -1.79 -0.37 -2.14  -0.12
C12 -1.02 1.63 1.08  -0.24
N2 -0.42 2.85 0.92  0.10
C13 -1.20 4.02 0.38  -0.15
C14 -2.30 4.93 1.18  -0.01
C15 -3.07 6.24 0.50  -0.03
C16 -2.74 6.73 -1.06  -0.04
C17 -1.65 5.79 -1.88  -0.04
C18 -0.88 4.48 -1.20  -0.01
N3 -0.12 0.53 1.69  -0.45
I3 0.29 0.77 3.72  0.93
H1 2.51 -1.75 4.33  0.06
H2 2.38 -3.63 4.12  0.08
H3 0.81 -2.66 4.55  0.06
H4 2.10 -1.53 1.82  0.08
H5 1.98 -3.42 1.79  0.08
H6 0.33 -4.32 0.26  0.03
H7 -0.63 -2.88 -0.55  0.05
H8 -1.62 -4.17 0.45  0.05
H9 -0.75 -0.78 0.16  0.12
H10 -3.31 -0.91 0.79  0.17
H11 -4.12 -3.30 4.23  0.09
H12 -3.17 -2.90 2.57  0.06
H13 -2.30 -2.81 4.24  0.07
H14 -3.96 0.57 -0.69  0.16
H15 -3.50 2.40 -0.56  0.14
H16 -1.01 1.67 -1.72  0.13
H17 -3.41 2.68 -2.90  0.09
H18 -2.14 1.76 -4.08  0.10
H19 -3.64 0.85 -3.39  0.10
H20 0.59 2.96 1.18  0.16
H21 -2.57 4.69 2.30  0.03
H22 -3.85 6.87 1.15  0.10
H23 -3.26 7.68 -1.54  0.11
H24 -1.38 6.09 -3.01  0.10
H25 -0.11 3.91 -1.89  0.09
C19 2.94 6.59 -2.36  -0.06
C20 2.38 5.80 -1.17  -0.43
C21 3.17 6.03 0.14  -0.19
O1 4.41 5.32 0.22  -0.20
C22 5.49 5.97 -0.43  -0.10
N4 2.33 4.38 -1.52  0.03
H26 3.87 6.16 -2.74  0.07
H27 2.22 6.59 -3.18  0.08
H28 3.14 7.63 -2.08  0.08
H29 1.36 6.16 -1.01  0.11
H30 2.56 5.65 0.97  0.11
H31 3.32 7.10 0.34  0.12
H32 5.43 7.06 -0.34  0.09
H33 5.54 5.67 -1.48  0.07
H34 6.42 5.64 0.05  0.09
H35 1.87 3.87 -0.76  0.04
H36 3.29 4.02 -1.51  0.08
C23 -0.44 -7.53 -1.70  -0.07
C24 0.93 -6.86 -1.71  -0.43
C25 2.04 -7.77 -2.30  -0.19
O2 2.51 -8.78 -1.40  -0.19
C26 1.71 -9.95 -1.37  -0.10
N5 1.26 -6.41 -0.36  0.03
H37 -0.54 -8.28 -0.91  0.07
H38 -1.22 -6.78 -1.51  0.07
H39 -0.66 -8.01 -2.66  0.08
H40 0.85 -5.98 -2.36  0.13
H41 2.91 -7.14 -2.50  0.12
H42 1.74 -8.21 -3.26  0.12
H43 1.28 -10.19 -2.35  0.09
H44 0.91 -9.85 -0.63  0.07
H45 2.34 -10.79 -1.06  0.09
H46 2.14 -5.89 -0.39  0.08
H47 1.50 -7.24 0.19  0.08

***

Entry 4:
This record from the Open Molecules 2025 dataset describes the ion C6H13BrN with charge +1. The level of theory is ωB97M-V with the def2-TZVPD basis set.

Properties
2S+1   1
ΔE to the lowest compared entry with this formula, charge and spin   16.9 kcal/mol
Highest occupied orbital energy   -0.5320 Eh
HOMO-LUMO gap   0.362 Ha
Net charge   +1
SMILES string   C[N+](C)=CC(C)(C)Br

Last column: Löwdin charge in e.
Atoms and positions in Å:
C1 1.06 1.57 -1.89  -0.05
N1 0.77 0.95 -0.70  -0.19
C2 1.71 1.03 0.40  -0.03
C3 -0.18 0.11 -0.58  -0.02
C4 -0.66 -1.04 0.44  -0.75
C5 -0.81 -0.45 1.81  -0.10
C6 -2.05 -1.70 0.08  -0.06
Br1 0.89 -2.33 0.20  0.78
H1 1.34 2.68 -1.77  0.14
H2 0.18 1.57 -2.70  0.16
H3 1.88 1.12 -2.48  0.13
H4 1.47 1.90 1.14  0.15
H5 2.76 1.20 0.06  0.12
H6 1.87 0.14 1.06  0.07
H7 -0.72 -0.03 -1.55  0.16
H8 -1.42 0.46 1.84  0.12
H9 -1.27 -1.17 2.37  0.06
H10 0.20 -0.29 2.24  0.08
H11 -2.25 -2.43 0.76  0.04
H12 -2.81 -0.97 0.15  0.09
H13 -1.96 -2.30 -0.88  0.12

***

For reference, strongest force on any atom by record: 16.40, 4.67, 5.69, 6.30 eV Å⁻¹.